(1)
72
Properties=species:S:1:pos:R:3:lowdin_charge:R:1 method="wB97M-V/def2-TZVPD" orbital_gap_ev="5.0 / 5.0" relative_energy_kcal_mol=29.44 e_tot_ha=-5303.5824 charge=+3
Pt 0.161 0.056 -0.224 1.1949
Cl 6.742 0.130 -1.588 0.8662
C 5.231 0.322 -0.872 -0.6275
C 4.122 -0.136 -1.507 -0.0092
C 2.860 0.053 -0.885 -0.1679
N 1.690 -0.307 -1.362 -0.0190
C 1.446 -1.014 -2.594 -0.3459
O 2.298 -1.337 -3.359 0.1971
C -0.013 -1.310 -2.769 -0.1853
C -0.445 -1.976 -3.894 0.0586
C -1.801 -2.253 -4.024 0.0301
C -2.662 -1.863 -3.012 0.0208
C -2.154 -1.206 -1.903 -0.1344
N -0.857 -0.926 -1.783 -0.1238
C 2.776 0.753 0.420 -0.1456
C 3.950 1.197 1.065 -0.0037
C 5.146 0.990 0.445 -0.6237
Cl 6.562 1.503 1.183 0.8817
N 1.536 0.897 0.855 -0.0095
C 1.107 1.588 2.045 -0.3562
O 1.852 2.127 2.801 0.1934
C -0.385 1.560 2.179 -0.1924
C -0.995 2.224 3.218 0.0646
C -2.383 2.234 3.280 0.0330
C -3.099 1.561 2.306 0.0213
C -2.416 0.892 1.304 -0.1147
N -1.086 0.893 1.236 -0.1309
H 4.202 -0.624 -2.464 0.1225
H 0.281 -2.264 -4.642 0.1468
H -2.175 -2.770 -4.897 0.1400
H -3.723 -2.063 -3.066 0.1366
H -2.799 -0.911 -1.090 0.1003
H 3.911 1.695 2.020 0.1233
H -0.380 2.728 3.951 0.1481
H -2.894 2.759 4.076 0.1404
H -4.180 1.542 2.312 0.1367
H -2.944 0.328 0.548 0.1054
S -0.742 -2.101 1.101 0.7005
C 0.618 -3.142 1.276 -0.7499
N 0.401 -4.321 1.927 0.0907
C 1.360 -5.243 2.131 0.0099
C 2.619 -4.990 1.664 0.0106
C 2.801 -3.766 1.020 -0.0637
N 1.847 -2.862 0.825 0.0688
H -0.534 -4.502 2.275 0.1590
H 1.068 -6.136 2.667 0.1578
H 3.421 -5.699 1.793 0.1321
H 3.782 -3.501 0.643 0.1279
Ge -0.764 2.026 -1.605 1.0237
C -0.871 3.542 -0.459 -0.3607
C 0.205 4.062 0.268 -0.1286
C 0.047 5.168 1.082 -0.0517
C -1.202 5.768 1.198 -0.0386
C -2.283 5.264 0.493 -0.0485
C -2.125 4.151 -0.323 -0.1111
C 0.399 2.033 -3.123 -0.3669
C 1.775 2.287 -3.064 -0.1281
C 2.558 2.241 -4.201 -0.0547
C 1.982 1.928 -5.430 -0.0342
C 0.623 1.677 -5.512 -0.0461
C -0.162 1.723 -4.366 -0.1167
H -2.130 1.535 -2.073 0.0129
H 1.198 3.638 0.144 0.0955
H 0.893 5.581 1.617 0.1224
H -1.326 6.643 1.822 0.1240
H -3.249 5.743 0.574 0.1221
H -2.977 3.787 -0.886 0.1031
H 2.229 2.580 -2.120 0.1001
H 3.615 2.467 -4.148 0.1185
H 2.591 1.907 -6.323 0.1244
H 0.173 1.453 -6.470 0.1216
H -1.229 1.544 -4.455 0.1015



(2)
61
Properties=species:S:1:pos:R:3:lowdin_charge:R:1 method="wB97M-V/def2-TZVPD" orbital_gap_ev=9.5 relative_energy_kcal_mol=0.00 e_tot_ha=-1478.3992 charge=+1
C -1.348 1.564 -0.241 -0.0515
C -0.099 0.754 -0.565 -0.1653
O 1.117 1.495 -0.240 0.1224
B 1.692 1.343 0.953 -0.6935
O 1.094 0.864 2.086 0.1982
N 3.150 1.889 0.948 0.1047
C 3.184 3.138 1.811 -0.0728
C 3.558 2.597 3.181 -0.1246
C 4.637 1.575 2.821 -0.0845
C 4.212 0.915 1.504 -0.1964
N 3.593 -0.402 1.475 -0.0953
C 3.977 -1.162 0.273 -0.0234
C 3.851 -1.223 2.655 -0.4577
C 2.653 -1.855 3.288 0.0323
O 4.976 -1.396 3.023 0.1424
H -2.108 0.914 0.193 0.0674
H -1.774 2.013 -1.137 0.0758
H -1.133 2.345 0.491 0.0857
H -0.105 -0.197 -0.030 0.1096
H -0.034 0.544 -1.632 0.1321
H 0.747 1.510 2.712 0.1344
H 3.394 2.088 -0.020 0.1850
H 3.910 3.843 1.403 0.1453
H 2.213 3.636 1.758 0.1406
H 3.956 3.383 3.821 0.1331
H 2.717 2.092 3.658 0.1156
H 5.009 0.921 3.604 0.1238
H 5.515 2.176 2.552 0.1341
H 5.047 0.933 0.797 0.1635
H 3.783 -0.572 -0.625 0.0982
H 3.367 -2.067 0.213 0.1002
H 5.031 -1.464 0.295 0.1052
H 2.536 -2.850 2.839 0.1033
H 2.834 -2.003 4.352 0.1000
H 1.743 -1.293 3.098 0.0697
C -0.044 -4.770 -2.554 -0.0172
C -0.538 -4.088 -1.304 -0.3206
C -1.806 -4.664 -0.705 -0.0774
O -2.412 -3.510 -0.103 0.0795
C -1.984 -2.421 -0.764 -0.5599
O -2.452 -1.330 -0.650 0.1463
O -0.954 -2.730 -1.581 0.0774
H 0.935 -4.395 -2.847 0.0859
H 0.036 -5.844 -2.389 0.0960
H -0.734 -4.588 -3.378 0.0971
H 0.251 -4.036 -0.548 0.1527
H -1.631 -5.424 0.051 0.1419
H -2.482 -5.054 -1.469 0.1441
C -4.763 1.346 -1.280 -0.0305
C -5.733 1.559 -2.413 -0.3237
C -5.175 2.298 -3.615 -0.0997
O -6.323 2.980 -4.122 0.0634
C -7.193 3.162 -3.096 -0.5595
O -8.152 3.855 -3.136 0.1786
O -6.800 2.438 -2.018 0.0825
H -5.191 0.694 -0.520 0.0926
H -3.848 0.881 -1.645 0.0666
H -4.525 2.297 -0.801 0.0940
H -6.185 0.612 -2.722 0.1592
H -4.766 1.645 -4.381 0.1368
H -4.425 3.040 -3.324 0.1364



(3)
12
Properties=species:S:1:pos:R:3:lowdin_charge:R:1 method="wB97M-V/def2-TZVPD" orbital_gap_ev=10.3 relative_energy_kcal_mol=84.84 e_tot_ha=-302.5579
N -1.300 1.366 2.752 0.1468
C -0.989 1.055 1.676 -0.2454
C -0.613 0.989 0.230 -0.1595
C 0.044 -0.369 0.324 -0.1764
N 0.998 -0.473 -0.966 -0.1078
O 0.823 -1.647 -1.772 -0.1169
H -1.505 0.959 -0.401 0.1264
H 0.085 1.792 -0.019 0.1239
H 0.738 -0.530 1.153 0.1110
H -0.688 -1.178 0.257 0.1189
H 0.831 0.277 -1.640 0.0895
H 1.575 -2.241 -1.593 0.0896



(4)
10
Properties=species:S:1:pos:R:3:lowdin_charge:R:1 method="wB97M-V/def2-TZVPD" orbital_gap_ev=10.5 relative_energy_kcal_mol=32.30 e_tot_ha=-698.6239
C 0.450 0.093 0.242 -0.6460
N 0.212 0.342 1.588 0.1365
N 1.059 0.797 -0.605 0.1089
O 0.000 -1.165 -0.095 -0.3545
O -2.258 -0.758 -1.111 -0.5098
S -1.022 -1.407 -1.392 0.9109
H 0.644 1.147 2.032 0.1081
H -0.535 -0.319 1.878 0.1216
H 1.642 1.667 -0.450 0.0905
H -0.192 -0.397 -2.087 0.0338



(5)
19
Properties=species:S:1:pos:R:3:lowdin_charge:R:1 method="wB97M-V/def2-TZVPD" orbital_gap_ev=9.6 relative_energy_kcal_mol=143.56 e_tot_ha=-402.1494
C 0.734 -1.800 -1.941 0.0664
N 1.044 -0.653 -2.419 -0.3939
O 0.440 0.425 -2.402 -0.0351
O 2.227 -0.717 -3.185 0.0664
H 1.360 -2.696 -2.380 0.1341
H -0.047 -1.913 -1.105 0.1062
H 2.255 0.117 -3.574 0.0715
C -0.687 -0.874 1.675 0.0107
C -0.356 0.259 0.997 -0.3972
C 0.884 0.974 1.428 -0.0774
C -1.194 0.826 -0.194 -0.0806
H -0.227 -1.155 2.515 0.0065
H -1.498 -1.503 1.282 0.0626
H 1.590 0.283 0.998 0.0731
H 0.956 1.882 0.816 0.0713
H 1.151 1.135 2.471 0.0827
H -0.652 1.716 -0.719 0.0941
H -2.085 1.179 0.270 0.0493
H -1.504 -0.024 -0.925 0.0893



(6)
18
Properties=species:S:1:pos:R:3:lowdin_charge:R:1 method="wB97M-V/def2-TZVPD" orbital_gap_ev="6.6 / 6.6" relative_energy_kcal_mol=86.22 e_tot_ha=-1084.3700 charge=+1
C 0.910 -1.961 -1.004 -0.8070
C -0.536 0.565 -1.297 -0.0556
C -0.620 -0.393 0.966 -0.1508
C 0.094 0.005 -0.108 -0.4898
N -0.223 -0.900 2.169 0.1625
O 1.424 0.438 0.193 -0.0855
S 2.068 -2.332 0.309 0.7980
S -0.383 -3.099 -0.773 0.7858
H 0.303 1.025 -1.900 0.1077
H -0.993 -0.208 -2.016 0.1156
H -1.248 1.389 -1.214 0.0986
H -1.770 -0.544 0.723 0.1941
H 1.736 -1.800 -2.012 0.2004
H -1.012 -1.440 2.644 0.1630
H 0.443 -0.505 2.747 0.0904
H 2.994 -1.393 0.248 -0.1054
H 1.773 0.995 -0.552 0.1318
H -0.507 -3.211 0.493 -0.1537



(7)
25
Properties=species:S:1:pos:R:3:lowdin_charge:R:1 method="wB97M-V/def2-TZVPD" orbital_gap_ev=4.4 relative_energy_kcal_mol=16.84 e_tot_ha=-3727.6125 charge=-2
Pt -0.168 -0.062 0.711 0.3449
Se -0.763 -1.060 2.805 -0.4743
O -0.029 3.847 -1.007 -0.6481
S 0.225 2.467 -1.466 0.5700
N -0.305 1.314 -0.773 -0.6199
F 5.717 -1.399 -0.612 -0.0213
C 4.411 -1.067 -0.315 -0.3193
C 3.581 -0.646 -1.328 -0.0584
C 2.256 -0.328 -1.020 -0.1528
C 1.747 -0.421 0.281 -0.3823
C 2.646 -0.849 1.274 -0.1428
C 3.969 -1.174 0.986 -0.0582
H 3.962 -0.564 -2.339 0.0970
H 1.608 0.008 -1.817 0.0530
H 2.293 -0.930 2.292 0.0446
H 4.650 -1.513 1.759 0.0972
C -4.668 -0.623 -0.920 -0.5047
Te -3.053 -0.920 0.592 0.8719
C -3.295 1.159 1.050 -0.5099
H -4.268 -0.160 -1.824 -0.0310
H -5.463 0.010 -0.517 -0.0349
H -5.087 -1.599 -1.177 -0.0475
H -4.225 1.325 1.595 -0.0166
H -3.293 1.717 0.115 -0.0090
H -2.447 1.467 1.655 -0.0477



(8)
18
Properties=species:S:1:pos:R:3:lowdin_charge:R:1 method="wB97M-V/def2-TZVPD" orbital_gap_ev=9.1 relative_energy_kcal_mol=34.94 e_tot_ha=-849.5438
C 0.114 -1.866 0.084 -0.2397
N 1.311 -2.440 0.169 0.0669
C 1.957 -1.727 1.160 -0.1250
N 1.127 -0.787 1.605 -0.0256
N -0.036 -0.865 0.954 0.0091
H -0.630 -2.181 -0.554 0.0774
H 2.923 -1.894 1.432 0.0846
H 1.259 0.004 2.274 0.0667
C -1.821 0.593 -1.675 -0.0180
O -0.641 1.435 -1.869 -0.1299
N 0.162 1.453 -0.702 -0.0521
C -0.286 1.619 0.502 -0.6894
S 0.770 2.184 1.703 0.5582
H -2.451 1.253 -1.190 0.0655
H -1.500 -0.311 -1.165 0.0624
H -1.981 0.374 -2.698 0.0893
H 1.069 1.792 -0.796 0.1042
H -1.347 1.365 0.766 0.0955